Here is an isolated ion of composition C5H14N2 and charge +1 at a distorted geometry from the Open Molecules 2025 dataset. Energies are from the ωB97M-V functional and the def2-TZVPD basis.

The geometry in XYZ format:
```
21
C5H14N2 | the Open Molecules 2025 dataset | the ωB97M-V functional and the def2-TZVPD basis
C -0.42636 0.60231 2.24692
N -0.96865 0.39549 0.90994
C -0.34595 1.09285 -0.19306
C -0.60694 0.38997 -1.54142
C 0.05466 -1.01812 -1.55259
N 1.26142 -1.17211 -2.35670
C 0.86403 -0.23861 2.41346
H -1.12089 0.20972 2.97606
H -0.24195 1.66290 2.40529
H -1.95943 0.63988 0.87143
H -0.80062 2.08648 -0.22008
H 0.71984 1.15258 -0.03788
H -1.68603 0.34878 -1.70268
H -0.13162 1.05855 -2.26389
H 0.35548 -1.21154 -0.52592
H -0.68301 -1.67448 -2.01185
H 1.02710 -0.85656 -3.29721
H 1.94430 -0.48516 -2.04581
H 1.81503 0.12427 2.04259
H 0.97801 -0.50849 3.46452
H 0.68264 -1.16710 1.87334
```

Values from the calculation:
total charge	+1
E	-308.0757	hartree
2S+1	2

---

Here is an isolated molecule of C5H14N2O at a distorted geometry from the Open Molecules 2025 dataset. Energies are from the ωB97M-V functional and the def2-TZVPD basis.

The geometry in XYZ format:
```
22
C5H14N2O | the Open Molecules 2025 dataset | the ωB97M-V functional and the def2-TZVPD basis
N -1.05522 -2.03223 -1.72272
C -0.76561 -2.04663 -0.25335
N 0.64763 -2.04822 -0.01797
C 1.40856 -0.80076 0.03406
C 0.66149 0.55033 -0.40777
C -0.51616 1.17096 0.43455
C -0.03740 2.12997 1.59057
O -0.29682 3.44638 1.23235
H -0.61182 -2.80544 -2.24861
H -0.85949 -1.22481 -2.31541
H -1.31140 -2.87254 0.11836
H -1.12894 -1.05497 0.24770
H 1.20117 -2.58458 -0.61408
H 2.28427 -0.81893 -0.71293
H 1.63087 -0.69210 1.20097
H 1.30246 1.27485 -0.71738
H 0.32809 0.47337 -1.45725
H -1.20353 0.43095 0.93472
H -1.05389 1.74325 -0.23385
H -0.71859 2.04938 2.62874
H 1.04784 2.06279 1.72012
H -0.95349 3.64897 0.55917
```

Values from the calculation:
total charge	0
E	-383.5396	hartree
SMILES	NCNCCCCO